Below is a molecular structure, C63H86AsBGe2InN7, with properties calculated with ωB97M-V with the def2-TZVPD basis set.

Output
⟨S²⟩: 0.764
HOMO-LUMO gap (spin up / spin down) (eV): 5.67 / 6.13
Net charge: +1
Multiplicity: 2
LUMO (spin up / spin down) (eV): -3.731 / -3.762

Atoms and positions in Å:
1 H 5.7928 0.5203 -0.9639
2 H 0.4770 1.1184 -5.9542
3 H -3.6299 -2.7847 4.5737
4 H -2.9375 1.3695 2.6422
5 H -0.7312 -5.7069 -0.1498
6 H 3.1634 2.0807 6.1414
7 H -2.1097 7.1547 0.3779
8 N -0.2671 3.9418 -2.4259
9 C -0.1189 -5.1054 4.0999
10 H -1.5843 4.8612 5.8596
11 H 4.0582 3.0890 -0.9454
12 C 2.1908 -2.3495 2.9715
13 C -1.2823 2.4262 3.5144
14 H 2.1309 -1.8460 3.9379
15 H 4.0459 -0.3914 0.4557
16 C -1.5480 -3.9795 -3.9558
17 C -1.3476 -5.1113 0.5298
18 H 2.2152 1.0896 -6.2854
19 C -3.7212 1.2513 -3.5528
20 H -1.7102 -4.9596 -4.3860
21 C -0.9286 -0.3891 3.2090
22 H 0.6331 6.7963 -3.9813
23 C 2.2235 1.7185 5.7231
24 H -2.7694 -1.1163 -0.5539
25 H 3.1863 -2.7926 2.8831
26 H -0.7519 -4.7683 -2.1381
27 B -0.3509 2.7902 -3.4398
28 H -3.9750 4.3350 5.5387
29 C -1.7571 -1.0739 2.3336
30 C -2.0171 -1.4646 5.0698
31 C -3.3414 1.0915 -2.2175
32 C -0.9192 3.4241 4.4143
33 H -3.1235 4.8334 0.5890
34 H 1.3866 2.6317 -6.0597
35 H -1.6476 -0.9388 1.2622
36 C 1.9771 -4.0914 -1.1080
37 C 2.6966 1.1886 -2.2966
38 N -0.6242 3.8215 -1.1279
39 C -0.5537 -4.7164 1.7415
40 H 2.8896 -1.9396 -3.3656
41 C -1.6687 -1.5946 -4.1268
42 N 1.4745 1.6800 -2.0808
43 C -3.2246 3.8093 4.9639
44 C 5.0838 0.6769 -1.7771
45 C 3.7704 2.2350 -0.3309
46 H 1.3815 -3.8568 4.9677
47 H 2.7540 3.7368 2.0854
48 C -0.2692 5.9722 -1.5765
49 H -3.8709 -1.5406 -1.8684
50 C -1.0173 -3.8730 -2.6824
51 C -1.8822 4.1052 5.1449
52 H 3.2357 -1.1324 -0.9173
53 H 4.5140 2.1181 0.4598
54 C -2.2773 4.5273 1.2060
55 C 2.8406 3.6397 3.1662
56 H 0.3380 3.8474 1.6486
57 C -5.6494 0.5517 -1.4664
58 C 2.6536 -4.6645 -3.3444
59 In -0.3493 1.5271 -0.3545
60 H 1.5451 -1.6339 -2.2641
61 H 1.0452 5.4679 1.4650
62 H 3.9636 -0.2444 3.8949
63 H -4.5267 0.7601 1.0020
64 H -2.2123 -5.7108 0.8116
65 C 3.2944 -0.2254 -0.3174
66 H -0.4114 -0.0643 5.2731
67 H -0.1801 7.0389 -1.4784
68 C -1.8707 -2.8479 -4.6918
69 C 1.7302 1.5103 -4.2685
70 N -0.5145 -2.4634 -0.7590
71 C 2.1638 -3.7197 -2.4455
72 H 2.7963 2.4483 0.1171
73 H -1.6960 -4.2297 -0.0012
74 H -2.1209 -1.6131 6.1370
75 C 2.9278 -6.2476 -1.5927
76 H 1.2873 5.2021 -4.3976
77 C -3.7906 -1.0041 -0.9232
78 H -2.5363 4.6988 2.2519
79 C -0.8130 -5.3832 2.9293
80 H -5.8765 -0.0592 -2.3396
81 C -2.5760 2.2347 -5.6271
82 H 0.1968 -5.5262 6.1847
83 Ge 2.4026 1.8041 3.7523
84 H 2.8951 -7.8524 -3.9073
85 H -3.0758 1.4789 -6.2312
86 C -0.0386 5.2340 -2.7229
87 H -1.6000 6.9982 2.0625
88 H 2.3227 -0.0474 0.1502
89 H -4.6515 0.9757 -4.0156
90 C -0.8697 -2.6148 -2.0735
91 H -1.5793 -6.1507 2.9416
92 H -0.0991 5.1402 2.7799
93 N -1.6783 2.0306 -3.2647
94 H 3.8720 3.8514 3.4488
95 H -1.8923 -0.6961 -4.6868
96 H 1.4943 -6.0740 1.1498
97 H 5.0695 -0.2212 -2.3958
98 N 0.8896 1.8803 -3.2862
99 H -0.4154 7.4153 0.8228
100 C 0.4503 -3.7337 1.7177
101 C 1.1280 -3.4127 2.8937
102 H 4.5341 -7.2547 -3.6828
103 C 3.6995 0.9647 -1.1905
104 H 3.1722 -6.5646 0.9295
105 H 2.0736 0.6932 6.0584
106 N -2.1073 1.5713 -2.0646
107 C -2.8647 -2.1227 4.1893
108 C 0.4010 5.7367 -4.0558
109 H 1.2511 -2.3695 -3.8423
110 H -4.4730 -1.4659 -0.2067
111 C 2.4331 -5.3457 -0.6619
112 C -1.0558 -0.5981 4.5798
113 C -1.1893 -1.4835 -2.8378
114 C 2.4692 -5.7445 0.7907
115 H 2.1960 4.3850 3.6292
116 C 3.9361 0.6503 3.2774
117 H 1.4113 2.3338 6.1044
118 H -0.3227 3.2659 -4.5265
119 H 5.4391 1.5095 -2.3849
120 H 2.0718 -1.6098 2.1791
121 C -3.9398 1.2260 0.2090
122 C 3.0084 -5.9403 -2.9463
123 H 0.1295 3.6647 4.5517
124 H -4.6473 2.5989 3.9037
125 C 1.4308 1.5937 -5.7258
126 H 4.8392 1.2297 3.4727
127 C -2.6356 2.1435 3.3372
128 H -2.1127 3.4580 1.0612
129 H -3.0897 3.1834 -5.7904
130 C -0.6421 5.0460 -0.5973
131 C -2.7282 -1.9357 2.8229
132 H -2.8859 1.2075 0.4976
133 C -1.3031 6.8167 1.0291
134 H 3.9331 0.3536 2.2327
135 H -0.3847 5.6045 -4.8002
136 H 3.2666 -7.2184 -1.2483
137 C 3.5149 -6.9552 -3.9311
138 C -2.6452 1.8491 -4.1871
139 H 3.7691 0.6952 -4.1872
140 H -2.2596 -2.9394 -5.6968
141 C 2.8967 1.0582 -3.6742
142 C 0.8375 -4.1073 4.0635
143 H -1.4710 -5.7499 5.6263
144 H -1.5517 2.3398 -5.9714
145 H -0.2368 -6.9341 5.2019
146 H 2.7939 -4.9094 1.4099
147 H -6.2416 0.1755 -0.6321
148 H -0.9935 -0.5142 -2.3989
149 As 1.0030 -2.8111 0.0576
150 Ge 0.0941 1.2304 2.7257
151 C -4.1607 0.4749 -1.1070
152 H -5.9506 1.5797 -1.6709
153 C -1.0240 5.3249 0.8315
154 C -3.6010 2.8327 4.0504
155 H 2.7696 -4.3704 -4.3817
156 C -0.4201 -5.8700 5.3563
157 H 3.5122 -6.5509 -4.9417
158 C 1.9393 -2.3332 -2.9978
159 H -3.3869 -2.4522 2.1359
160 C 0.1433 4.9194 1.7406
161 H -4.2507 2.2673 0.1118

Below is a molecular structure, C63H88N10O5P2PbSSi, with properties calculated with ωB97M-V with the def2-TZVPD basis set.

Output
HOMO-LUMO gap (eV): 4.62
Net charge: -2
LUMO (eV): 4.024

Atoms and positions in Å:
1 C -2.4136 0.7206 6.8802
2 H -2.2554 5.6915 0.6645
3 H 4.2208 -2.7498 4.7470
4 N -3.6943 2.5986 2.2441
5 H -2.3855 0.0619 3.0780
6 H -5.1490 -5.1520 -0.8912
7 C 2.4014 0.9345 -4.4921
8 H 2.2132 0.9170 5.7807
9 H 1.8533 4.8973 -5.1320
10 C 1.2329 5.9946 -3.3826
11 C 3.2678 -2.2560 4.9586
12 C -1.9581 -0.2360 -3.9514
13 H -0.3125 -3.6409 -3.6065
14 C 1.2926 4.8815 -4.2075
15 C 2.6660 0.6491 -7.2986
16 H -0.0491 -5.2368 -0.4986
17 H 2.1336 -3.4598 3.5411
18 O -1.6631 -2.7372 -1.4047
19 H -2.6298 1.3751 -5.2039
20 H 0.6177 2.8284 -4.3780
21 H -0.5563 -5.3489 1.1807
22 C 2.1807 -1.5822 0.3808
23 H 5.3431 5.4040 -1.0856
24 C 3.8160 -0.5034 -2.7531
25 C 4.8153 4.5001 -1.3663
26 H -2.1896 -1.8167 1.4740
27 C 3.5797 1.3985 -6.5785
28 H -2.8450 -7.2488 0.8076
29 H -3.4253 3.3255 2.8924
30 H -0.7220 6.5195 0.3430
31 H 0.7786 5.5043 2.3264
32 H -4.7138 -0.4906 -3.9753
33 C -3.0252 0.8003 -4.3560
34 C 0.7950 -2.8244 -1.0466
35 C 0.6202 3.7411 -3.7914
36 C 0.9597 4.8046 3.1459
37 C -1.1259 0.3536 6.1402
38 H 1.8679 2.9071 -0.9206
39 Pb -0.1827 0.6152 0.0672
40 H -4.0956 -1.8941 -2.3302
41 H 2.6566 3.0862 4.5659
42 H 0.4652 -2.2486 4.8812
43 C -3.0878 -6.1814 0.7810
44 H -0.9091 -0.7113 6.3373
45 H 4.4192 1.8604 -7.0863
46 H 6.4634 3.7016 -2.4818
47 C -0.3470 -3.0728 -1.7683
48 H -6.2112 -3.8554 -1.4563
49 H -4.2833 -0.3961 -5.6953
50 H 6.8460 -2.9105 -3.1479
51 H -0.5349 -6.8038 0.1671
52 H 0.8273 -0.4318 -7.1981
53 H -6.1332 -2.7755 0.6522
54 H 1.7698 -4.5777 -1.9025
55 C -3.5670 -0.1195 6.3343
56 C 3.4358 1.5383 -5.2092
57 H 1.7599 6.9055 -3.6424
58 H -3.9832 1.1480 4.6523
59 H 0.4450 6.8017 -1.5709
60 H -4.7750 -4.2837 -2.3866
61 C 5.4400 3.5502 -2.1579
62 H 0.3641 -1.7021 3.1804
63 O 3.3011 -0.0146 1.8274
64 N -0.1685 0.7040 2.2572
65 C -4.3570 0.1704 -4.7650
66 H -1.4748 -6.1679 -2.1760
67 C 2.0046 2.6262 3.8036
68 H -1.8670 -2.3725 -4.4188
69 C -0.0983 3.3099 4.8392
70 H -0.9795 5.1259 4.0825
71 C 1.5777 0.1131 -6.6400
72 N 0.7603 2.2088 4.4501
73 C 2.6584 -0.1862 0.7872
74 C 5.9399 -1.3594 -1.9704
75 H -3.7229 1.2178 -2.3561
76 H -2.9257 -5.7694 1.7791
77 C 4.8616 -0.5002 -1.8286
78 C 2.3158 -2.4077 3.7752
79 C 3.8578 -1.4466 -3.7804
80 C 0.1128 -0.1979 -4.7464
81 H 3.6989 -4.5010 -0.3729
82 O 2.4142 0.7374 -0.0733
83 C -3.2482 1.7479 -3.1832
84 C -1.9996 -2.8912 1.4337
85 H -2.8359 -7.1145 -1.5451
86 H -4.4607 -0.5400 4.4024
87 O -0.4165 -1.2881 -5.3966
88 H 1.7165 -0.6441 6.4645
89 C -1.7632 -1.4171 -4.9291
90 C -4.5194 -1.8063 -1.3310
91 P 0.1223 0.7910 3.7400
92 H 1.2409 3.0891 1.8648
93 C -1.5275 5.9328 -0.1046
94 H -4.9513 -3.8673 1.3998
95 H 3.9997 -2.4522 1.0744
96 C 0.5037 5.9317 -2.2099
97 H 2.7920 0.4968 -8.3641
98 C 1.8853 -3.7714 -1.1936
99 H 3.0448 4.9687 -0.2484
100 C 4.7700 2.3916 -2.5262
101 C -2.1990 -5.4680 -0.2492
102 H -4.5041 0.1334 6.8403
103 N -0.6422 0.4122 -3.9373
104 C -0.3650 4.2989 3.7077
105 H -4.0169 -0.9990 -0.8093
106 H 4.9541 -3.0074 -4.7485
107 C -0.7456 -5.7280 0.1749
108 C 3.4672 -0.7631 5.2178
109 C 1.7791 3.6119 2.6585
110 C -5.0637 -2.9690 0.7882
111 H -3.3523 -1.1772 6.5199
112 H 4.1825 -0.5982 6.0314
113 H 3.0414 -1.5176 -4.4858
114 N -1.3255 3.4824 -0.2031
115 C -0.9924 4.6365 -0.6739
116 H -2.0060 6.5295 -0.8843
117 H -2.4251 -1.3951 -5.7987
118 C -3.6905 0.1089 4.8276
119 H 2.4882 1.7268 3.4111
120 C -2.4178 -6.1071 -1.6388
121 H -2.5112 -3.3553 2.2777
122 H -5.1008 0.9554 -4.9142
123 H -1.0389 2.8885 5.1912
124 Si -2.5206 -3.5506 -0.2599
125 H -4.1474 -6.0792 0.5458
126 N -1.2929 0.6137 4.7275
127 C 2.8511 3.1206 -1.3055
128 C -4.3797 -3.1280 -0.5772
129 H -2.6253 1.7815 6.7183
130 H -2.2927 0.5560 7.9555
131 H -4.6343 -2.1256 1.3282
132 H -2.2974 2.1310 -2.8276
133 H -5.5795 -1.5436 -1.4233
134 C -5.1667 -4.1760 -1.3742
135 H -3.8882 2.5859 -3.4743
136 H -0.9240 -3.0219 1.5607
137 C 0.9953 -1.7056 4.0729
138 H -2.1891 -0.6030 -2.9472
139 C -2.8258 2.4286 1.1874
140 C 3.1155 -2.5904 0.4708
141 H -3.0926 -5.5193 -2.2576
142 H -2.1513 -1.2639 4.2340
143 C 2.9523 -3.7150 -0.3613
144 C 3.5261 4.2649 -0.9158
145 S -2.9167 0.8700 0.4356
146 H 4.8271 0.1876 -0.9945
147 H 2.7555 -1.9194 2.9079
148 C 4.9425 -2.2963 -3.9309
149 O -0.3318 -4.0801 -2.7467
150 C 2.1094 -0.1440 5.5576
151 N 1.2031 -0.3168 4.4510
152 C -2.3571 -0.1831 4.1412
153 N 1.0028 -1.6980 -0.2651
154 H 1.5106 5.3396 3.9314
155 H 4.1663 2.1301 -4.6825
156 H 6.7372 -1.3387 -1.2369
157 C 1.4176 0.2652 -5.2583
158 H -0.2881 0.9468 6.5121
159 H 5.3097 1.6384 -3.0830
160 N -0.0676 3.6687 -2.6663
161 H 2.8342 -2.7265 5.8522
162 C 5.9961 -2.2477 -3.0325
163 H 2.7449 3.9379 2.2632
164 N -2.1936 3.5108 0.8334
165 P 2.4084 0.7015 -2.5876
166 C -0.1458 4.7365 -1.8661
167 H 3.8417 -0.2952 4.3046
168 C 3.4466 2.1789 -2.1428
169 H -3.9776 1.7311 2.6682
170 H -0.8974 3.7888 2.9056
171 H 0.3866 3.8393 5.6779

E_tot
In order: -9440.023594 -4940.620084
Unit: Ha
Energy above the lowest of the compared OMol25 structures with the same formula, charge and spin
In order: 129.1 60.8
Unit: kJ/mol